Below is 6 unconnected molecules or ions with the total composition C39H28NO12, with properties calculated with ωB97M-V/def2-TZVPD.

The geometry in ORCA input format:
```
! RIJCOSX wB97M-V def2-TZVPD def2/J DEFGRID3
* xyz 1 1
C 0.93315 5.78993 -0.78818
C 0.56850 4.85150 -1.65164
C 0.15633 3.49296 -2.45878
N 1.24262 2.47434 -2.18245
C 0.82008 1.13690 -1.77968
C 1.88884 0.03617 -1.42999
C 3.44775 0.39723 -1.51353
C 4.52987 -0.71864 -1.10919
O 5.29933 -1.34250 -1.89638
O 4.63910 -1.01185 0.31497
C 3.84293 1.87504 -1.99087
C 2.65716 2.88416 -2.31154
H 1.14248 6.38185 0.18733
H 0.02170 3.73429 -3.57323
H -0.81136 3.11131 -1.94056
H -0.30890 0.92602 -1.72898
H 1.51098 -1.00358 -1.10020
H 3.72320 -1.03238 0.71054
H 4.96422 2.15422 -2.05865
H 2.98025 3.95477 -2.61990
C 1.15901 2.65562 3.80048
C 1.78286 3.63929 4.45163
C 3.05158 4.20699 3.94954
O 3.62238 5.10253 4.54318
C 3.60133 3.64415 2.69795
C 2.97720 2.66071 2.04735
C 1.70860 2.09330 2.54966
O 1.13627 1.19523 1.95386
H 0.22935 2.22767 4.15451
H 1.39306 4.06291 5.36906
H 4.53111 4.07197 2.34373
H 3.36698 2.23680 1.12962
C -3.14296 -0.18270 -0.29995
C -3.76015 -0.72881 0.74939
C -3.47124 -2.11452 1.17289
O -4.03539 -2.61416 2.12896
C -2.47114 -2.87153 0.39028
C -1.85420 -2.32514 -0.65879
C -2.14383 -0.93948 -1.08123
O -1.57650 -0.43683 -2.04205
H -3.34433 0.83373 -0.62475
H -4.49454 -0.18763 1.33340
H -2.27076 -3.88525 0.71449
H -1.11963 -2.86605 -1.24327
C 10.75356 -2.31823 -1.76631
C 10.92396 -3.45875 -2.43759
C 9.76908 -4.23700 -2.93246
O 9.92354 -5.27900 -3.54349
C 8.41919 -3.70228 -2.65638
C 8.24890 -2.56178 -1.98507
C 9.40361 -1.78381 -1.49042
O 9.24856 -0.74065 -0.87884
H 11.58824 -1.73594 -1.39608
H 11.90611 -3.86362 -2.64870
H 7.58443 -4.28450 -3.02659
H 7.26681 -2.15646 -1.77370
C -6.93175 4.18478 -1.20404
C -6.08788 3.44017 -0.48710
C -4.70480 3.19489 -0.94355
O -3.93240 2.51125 -0.28797
C -4.29115 3.80672 -2.22319
C -5.13416 4.55126 -2.94056
C -6.51840 4.79699 -2.48409
O -7.28706 5.47731 -3.13648
H -7.94900 4.37408 -0.88469
H -6.37475 2.98519 0.45304
H -3.27377 3.61720 -2.54238
H -4.84694 5.00608 -3.88068
C -8.40154 -5.49849 3.83825
C -8.14656 -6.76503 3.50455
C -6.87821 -7.14439 2.84773
O -6.64544 -8.29999 2.54094
C -5.90324 -6.06738 2.57657
C -6.15791 -4.80068 2.91017
C -7.42640 -4.42146 3.56700
O -7.65915 -3.26543 3.87375
H -9.32574 -5.20301 4.31923
H -8.84989 -7.56591 3.69691
H -4.97904 -6.36306 2.09556
H -5.45410 -3.99959 2.71763
*
```

The HOMO energy is -11.41 eV. The frontier orbital gap comes out at 0.22841 hartree. The calculation puts the molecular weight at 702.6 Da.

=====

Below is a molecular structure, C39H29Cl6F5N3NaO5S2, with properties calculated with ωB97M-V/def2-TZVPD.

The geometry in ORCA input format:
```
! RIJCOSX wB97M-V def2-TZVPD def2/J DEFGRID3
* xyz -2 1
Na 1.73047 -0.82364 -0.51554
Cl 1.51423 -3.68063 1.52561
C 2.35162 -4.08349 -0.00345
C 2.63436 -3.06349 -0.89163
C 3.27493 -3.47799 -2.04926
Cl 3.75208 -2.24789 -3.21966
C 3.59713 -4.80557 -2.33291
Cl 4.38954 -5.25516 -3.81175
C 3.28066 -5.79380 -1.39734
Cl 3.66569 -7.45728 -1.70768
C 2.65477 -5.42840 -0.20915
Cl 2.27196 -6.64925 0.97463
O 1.09376 -0.16181 1.35105
S 2.24648 -0.40740 2.27787
C 1.47395 -0.98437 3.80369
C 0.09227 -1.03809 3.84705
C -0.53667 -1.54101 4.98254
C 0.22488 -1.97607 6.05968
C 1.61503 -1.90943 6.00535
C 2.24729 -1.42083 4.87100
C 2.71315 1.20510 2.92128
C 3.99226 1.40029 3.41574
C 4.33523 2.64871 3.91990
C 3.40677 3.68229 3.90769
C 2.13430 3.47465 3.38219
C 1.78254 2.23062 2.88008
H -0.47216 -0.68901 2.98742
H -1.61901 -1.60623 5.00771
H -0.26227 -2.38105 6.94035
H 2.20744 -2.25155 6.84548
H 3.33273 -1.38420 4.81493
H 4.72016 0.59497 3.37584
H 5.33636 2.81969 4.29865
H 3.68167 4.65931 4.28847
H 1.41763 4.28708 3.35330
H 0.80775 2.04801 2.43773
F 5.05167 -0.17189 0.98844
C 4.85942 0.64372 -0.11223
C 3.62287 0.78697 -0.68016
C 3.62348 1.62805 -1.75856
F 2.45101 1.89104 -2.42579
C 4.73115 2.27493 -2.26964
F 4.66667 3.08307 -3.34428
C 5.94736 2.09154 -1.64559
F 7.04857 2.71394 -2.10055
C 6.01521 1.26807 -0.54279
F 7.20235 1.10530 0.08128
C -4.95513 5.38716 0.40274
C -5.50608 3.97805 0.62749
S -4.39666 2.80817 -0.11295
O -3.14686 2.86817 0.60560
O -4.42494 3.02267 -1.54081
C -5.19166 1.26322 0.22342
C -4.67621 0.11575 -0.65067
N -3.44266 -0.49332 -0.15442
C -2.23225 -0.42144 -0.76054
N -1.32186 -1.16274 -0.12249
C -1.94244 -1.73189 0.91481
C -3.26047 -1.35695 0.92875
N -4.23260 -1.71676 1.87425
O -3.89360 -2.40494 2.79784
O -5.36903 -1.31617 1.73916
C -1.98225 0.38705 -1.98402
H -5.62394 6.12672 0.84329
H -4.85657 5.59434 -0.66405
H -3.96885 5.49132 0.85895
H -6.47734 3.82890 0.14964
H -5.56442 3.71781 1.68854
H -6.25481 1.43250 0.03402
H -5.04282 1.04753 1.27859
H -4.48765 0.46039 -1.66268
H -5.44844 -0.63846 -0.67931
H -1.44612 -2.41917 1.58820
H -2.39490 -0.09442 -2.87368
H -0.91071 0.44721 -2.14244
H -2.40153 1.39186 -1.89675
Cl -2.15551 -3.63484 -4.88022
C -1.94617 -1.91768 -5.22014
C -2.75600 -1.35051 -6.18124
C -2.66612 0.00679 -6.50575
C -1.70910 0.77074 -5.81445
C -0.89265 0.21625 -4.85615
C -0.94825 -1.18551 -4.47161
C -0.15493 -1.70633 -3.47113
H -3.47780 -1.98430 -6.68851
H -3.30870 0.44364 -7.26025
H -1.60660 1.83071 -6.04402
H -0.15065 0.83382 -4.35543
H -0.20718 -2.73997 -3.15310
H 0.52374 -1.04320 -2.93547
*
```

The HOMO energy is -0.32 eV. The frontier orbital gap comes out at 0.12052 hartree. The calculation puts the molecular weight at 1014.5 Da.

=====

Below is a molecular structure, C39H30AsMoN4O3S4SbSe, with properties calculated with ωB97M-V/def2-TZVPD.

The geometry in ORCA input format:
```
! RIJCOSX wB97M-V def2-TZVPD def2/J DEFGRID3
* xyz -1 2
Mo -0.15336 -0.30460 0.45701
C -2.89491 -0.20627 3.75542
O -3.45009 -1.50614 3.54612
C -3.70055 -1.82577 2.24394
C -4.95394 -2.28474 1.91701
C -5.26402 -2.69709 0.61526
C -4.29596 -2.64937 -0.35131
C -3.01158 -2.15609 -0.05464
C -1.97778 -2.33883 -1.02405
N -0.80050 -1.83089 -0.91600
N 0.18092 -2.36945 -1.73219
C 1.31854 -2.16509 -1.14421
O 1.38517 -1.55860 0.01266
C 2.58445 -2.58735 -1.77347
C 2.58392 -3.45769 -2.86058
C 3.77903 -3.80195 -3.46705
C 4.97585 -3.27164 -2.99794
C 4.97415 -2.39950 -1.91981
C 3.78082 -2.05831 -1.30134
C -2.68987 -1.72206 1.25468
O -1.50965 -1.27274 1.59947
H -3.21419 0.11159 4.74713
H -3.27224 0.49706 3.01022
H -1.80590 -0.23417 3.70698
H -5.69563 -2.32136 2.70482
H -6.25877 -3.05326 0.38423
H -4.50070 -2.98484 -1.36085
H -2.13941 -3.03372 -1.84519
H 1.64209 -3.84681 -3.22310
H 3.77932 -4.47712 -4.31336
H 5.90889 -3.53272 -3.48199
H 5.90078 -1.96721 -1.56493
H 3.76441 -1.35986 -0.47443
S 1.31038 -0.57937 2.41750
C 1.29625 0.68349 3.63631
C 1.98417 0.45390 4.83550
C 2.08582 1.45600 5.78119
C 1.51290 2.70685 5.55920
C 0.82402 2.93531 4.38147
C 0.70905 1.92644 3.42723
As -0.24495 2.06116 1.76048
C -1.88969 2.94121 2.32628
C -2.28334 2.90244 3.66068
C -3.44718 3.54027 4.06797
C -4.23066 4.21421 3.14313
C -3.84380 4.25398 1.81119
C -2.67574 3.62811 1.40312
C 0.66460 3.48759 0.82302
C 0.17200 3.88799 -0.41149
C 0.83494 4.86411 -1.13915
C 1.98779 5.44550 -0.63195
C 2.48078 5.04517 0.60174
C 1.82541 4.06238 1.32916
H 2.43954 -0.51335 5.00694
H 2.62013 1.26442 6.70393
H 1.60106 3.49002 6.30099
H 0.36406 3.89959 4.19863
H -1.69315 2.36551 4.39141
H -3.74288 3.49854 5.10927
H -5.14466 4.70235 3.45820
H -4.45420 4.75693 1.07256
H -2.40821 3.66037 0.35699
H -0.70288 3.41298 -0.83420
H 0.45279 5.14273 -2.11276
H 2.51281 6.19873 -1.20624
H 3.39226 5.48055 0.99214
H 2.24146 3.72953 2.27039
S -4.37686 2.87163 -2.22748
Sb -2.92160 1.20316 -2.66296
S -0.88381 2.46281 -3.35778
S -2.08568 0.95241 -0.25747
Se 0.34396 0.58712 -2.76019
N 0.87368 0.78430 -1.01355
C 2.23888 1.09980 -1.06602
C 3.05837 1.36013 0.02533
C 4.40953 1.61390 -0.16899
C 4.94503 1.61886 -1.45364
C 4.14030 1.36608 -2.55315
C 2.78311 1.09326 -2.37418
N 1.93974 0.74750 -3.40839
H 2.65602 1.32991 1.02805
H 5.04244 1.80767 0.68840
H 5.99979 1.82155 -1.59824
H 4.54408 1.35297 -3.55754
*
```

The HOMO energy (spin up / spin down) is -4.21 / -4.25 eV. The frontier orbital gap (spin up / spin down) comes out at 0.18629 / 0.20082 hartree. The calculation puts the molecular weight at 1102.5 Da. As for the energy relative to the best compared isomer or geometry (same formula, charge and spin): 0.00 kJ/mol.